Record 1
# C5H8

One molecule with the formula C5H8 at a distorted geometry (ωB97M-V with the def2-TZVPD basis set, the OMol25 dataset).

Geometry as XYZ:
```
13
Properties=species:S:1:pos:R:3:lowdin_charge:R:1
H 1.26182 -1.72053 0.07241 0.12
H 1.68875 0.66959 1.21399 0.12
C -0.04631 0.47271 0.04951 -0.09
C 1.84490 -0.78009 -0.36233 -0.13
H -3.20501 0.81028 -0.71398 0.07
C -2.57256 0.03391 -0.28850 -0.13
H 1.79015 1.35373 -0.42418 0.12
H 1.74726 -0.93380 -1.44367 0.07
H 2.88429 -0.85983 -0.05022 0.06
C -1.21889 0.39523 -0.08905 -0.11
H -2.97221 -0.87426 -0.73558 0.07
H -2.91782 -0.05061 0.83020 0.12
C 1.36131 0.54604 0.17607 -0.28
```

## Properties
- LUMO level (eV) = 1.1
- HOMO level (eV) = -9.23
- total energy (eV) = -5312.2754
- SMILES string = CC#CCC
- 2S+1 = 1


Record 2
# C5H8

One molecule with the formula C5H8 at a distorted geometry (ωB97M-V with the def2-TZVPD basis set, the OMol25 dataset).

Geometry as XYZ:
```
13
Properties=species:S:1:pos:R:3:lowdin_charge:R:1
H -0.10466 1.58531 1.09501 0.12
C 1.37651 0.47109 -0.15040 -0.19
H -2.86318 0.39236 -0.63850 0.10
C -0.05655 0.89122 0.19029 -0.25
H 1.71484 -1.66211 0.47789 0.06
H -0.51239 1.42469 -0.68862 0.11
H -0.81763 -0.67301 1.43347 0.07
H 3.02610 -0.92236 -0.38165 0.07
H 1.66016 1.33307 -0.79250 0.10
C -2.04521 -0.40578 -0.37216 -0.04
C -1.04920 -0.23111 0.52704 -0.19
C 1.95027 -0.72579 -0.05468 -0.02
H -2.27906 -1.47758 -0.64518 0.05
```

## Properties
- LUMO level (eV) = 0.9
- HOMO level (eV) = -8.35
- total energy (eV) = -5310.6404
- SMILES string = C=CCC=C
- 2S+1 = 1


Record 3
# C5H8

One molecule with the formula C5H8 (ωB97M-V with the def2-TZVPD basis set, the OMol25 dataset).

Geometry as XYZ:
```
13
Properties=species:S:1:pos:R:3:lowdin_charge:R:1
H 3.30122 -0.59521 0.03621 0.08
C -1.15038 -0.00802 0.97229 -0.26
C 2.63308 -0.02301 -0.61502 -0.11
H 2.49876 -0.59574 -1.53851 0.08
C -2.15129 0.04715 -0.20460 -0.10
C 1.33071 0.16115 0.02238 -0.09
H -2.85832 -0.78680 -0.17050 0.07
H -1.18893 -0.99114 1.45613 0.11
H -1.42273 0.71921 1.74567 0.10
H -1.61682 -0.01179 -1.15582 0.07
H -2.72394 0.97834 -0.19952 0.07
H 3.11679 0.92396 -0.86615 0.07
C 0.23184 0.18192 0.51745 -0.06
```

## Properties
- LUMO level (eV) = 1.1
- HOMO level (eV) = -9.33
- total energy (eV) = -5312.9487
- SMILES string = CC#CCC
- 2S+1 = 1


Record 4
# C5H8BiLiO4

C5H8BiLiO4 as an isolated structure at a distorted geometry (ωB97M-V with the def2-TZVPD basis set, the OMol25 dataset).

Geometry as XYZ:
```
19
Properties=species:S:1:pos:R:3:lowdin_charge:R:1
O -1.50098 0.31392 0.95675 0.01
Li 2.14152 1.25989 1.60000 0.74
H -3.36841 0.16715 0.11500 0.15
H 1.02309 -0.87895 2.03995 0.12
H -1.85319 -0.22355 -2.21993 0.14
H 0.29310 -1.70261 0.74718 0.12
C -1.72294 0.40098 -1.32962 -0.11
C 0.86768 -0.78809 0.95271 -0.04
O -0.34240 0.41216 -0.98095 -0.27
H -2.32587 -1.28442 -0.07872 0.14
C -2.34772 -0.18368 -0.06987 -0.11
Bi 1.50185 1.85104 -1.03966 1.71
H 2.88981 -1.47209 0.48655 0.14
C -0.21901 0.48721 0.46008 -0.72
O 2.67360 0.52938 -0.06904 -0.61
H 1.87610 -1.17600 -0.91501 0.12
H -2.06288 1.42749 -1.52716 0.14
O 0.33829 1.63003 0.79136 -0.33
C 2.13835 -0.76987 0.08036 -0.33
```

## Properties
- LUMO level (spin up / spin down) (eV) = -3.9 / -4.6
- HOMO level (spin up / spin down) (eV) = -11.14 / -13.76
- charge = +1
- total energy (eV) = -19542.3904
- 2S+1 = 2